1.
74
Properties=species:S:1:pos:R:3 method="wB97M-V/def2-TZVPD" max_force_ev_per_a=3.6 total_charge=+1 total_energy_ha=-1434.4704 homo_energy_ev=-11.50 gap_ev=2.701 e_above_lowest_kj_mol=1351.8
Be 0.74189 0.90468 0.29830
O 2.39993 6.10204 -2.77488
C 2.05765 5.17043 -1.94890
O 1.02690 4.55980 -2.15183
O 2.77781 4.85478 -1.03290
H 3.22249 6.20508 -2.29076
C -5.13127 2.68989 2.23309
C -3.62776 2.67475 2.34098
C -3.26158 3.45540 3.66982
O -1.93453 3.80651 3.49575
C -1.94261 5.13116 2.75447
N -3.10940 1.29290 2.17905
H -5.38451 2.37896 1.21954
H -5.53973 3.69566 2.33146
H -5.56002 2.09977 3.04305
H -3.36740 3.19133 1.41715
H -3.40042 2.89707 4.59562
H -3.89929 4.32827 3.80955
H -2.42739 5.79825 3.46727
H -2.52445 5.11527 1.83288
H -0.93194 5.44928 2.49865
H -3.59263 0.86455 1.40246
H -3.41649 0.65469 2.89911
C 3.92805 0.26726 5.88681
C 3.70862 0.49052 4.40197
C 4.82721 -0.15899 3.58323
O 4.59533 0.30900 2.29660
C 5.55908 0.00928 1.28981
N 2.33827 0.01576 4.05896
H 4.07979 -0.80226 6.03243
H 3.11712 0.53885 6.56263
H 4.89394 0.70046 6.14661
H 3.70856 1.54294 4.11822
H 4.57993 -1.21962 3.62817
H 5.84282 -0.02716 3.95642
H 5.69590 -1.06088 1.13442
H 6.54293 0.41292 1.52901
H 5.29393 0.48753 0.34692
H 1.75853 0.30080 4.83533
H 2.26907 -0.98117 4.20540
C 2.19615 -5.40564 -1.32575
C 2.24994 -3.88212 -1.32298
C 2.53950 -3.32289 -2.80475
O 2.50323 -1.86608 -2.78053
C 2.95844 -1.28692 -4.01091
N 1.01274 -3.29183 -0.89070
H 3.22334 -5.68101 -1.56483
H 1.61999 -5.84516 -2.13998
H 2.00429 -5.93797 -0.39413
H 3.05060 -3.45058 -0.72230
H 1.76098 -3.66684 -3.48571
H 3.52479 -3.61928 -3.16457
H 2.27669 -1.54151 -4.82239
H 3.94266 -1.61793 -4.34233
H 3.09045 -0.20510 -3.99261
H 0.32160 -3.68021 -1.51647
H 0.76454 -3.87393 -0.10351
C -3.84007 -0.42228 -5.49019
C -3.80804 -0.58978 -3.90813
C -4.07614 -2.05173 -3.44720
O -4.15228 -2.08141 -2.02051
C -4.40681 -3.39023 -1.49974
N -2.50714 -0.13871 -3.41479
H -3.36886 0.46279 -5.91764
H -4.79422 -0.75736 -5.89691
H -3.07881 -1.19016 -5.62785
H -4.56643 0.02238 -3.42007
H -3.38392 -2.81647 -3.79949
H -5.08132 -2.29767 -3.78958
H -3.47341 -3.94965 -1.56232
H -5.23353 -3.85956 -2.03300
H -4.67498 -3.41801 -0.44361
H -1.96008 -0.36348 -4.23350
H -2.54823 0.87045 -3.41259

---

2.
109
Properties=species:S:1:pos:R:3 method="wB97M-V/def2-TZVPD" max_force_ev_per_a=4.8 total_charge=-1 total_energy_ha=-8603.1910 homo_energy_ev=-8.06 gap_ev=7.390
Br -0.21413 -0.04962 -0.08058
C 6.64935 0.34985 -1.43723
C 5.52699 0.99141 -0.67866
O 4.65429 0.33361 -0.09761
N 5.30808 2.47027 -0.82641
H 4.73698 2.67615 -0.01922
H 6.20367 2.93575 -0.78959
C 4.40519 2.90178 -1.99191
H 7.55390 0.45113 -0.83755
H 6.71104 0.76438 -2.44345
H 6.50450 -0.70444 -1.67299
H 3.52677 2.30330 -1.75051
H 4.76993 2.76672 -3.01015
H 4.18805 3.96128 -1.85608
C -2.85538 2.51423 0.99938
C -1.96121 3.68874 0.69438
O -2.14507 4.84028 1.11461
N -0.74575 3.31346 -0.18187
H -0.63527 2.31031 -0.22144
H -0.83167 3.48129 -1.17413
C 0.59735 3.82200 0.31141
H -2.91524 1.89514 0.10426
H -3.87329 2.77388 1.29014
H -2.58540 1.84319 1.81480
H 0.53043 4.89474 0.13015
H 1.33603 3.27415 -0.27365
H 0.75641 3.64993 1.37592
C -1.30640 -2.00013 -3.46351
C 0.20310 -2.28395 -3.75748
O 0.53875 -3.00338 -4.69492
N 1.25542 -1.95893 -2.69026
H 1.99264 -1.66990 -3.31722
H 0.89138 -1.17343 -2.17009
C 1.47753 -3.10243 -1.77323
H -1.83036 -2.95360 -3.53029
H -1.66569 -1.39340 -4.29471
H -1.68822 -1.39935 -2.63806
H 0.81908 -2.88651 -0.93185
H 2.47130 -2.94977 -1.35227
H 1.45294 -4.13751 -2.11397
C 4.68027 -1.73810 2.62379
C 3.31920 -1.90987 2.09579
O 3.00113 -2.84326 1.41671
N 2.46316 -0.63444 2.10214
H 3.02200 0.18269 2.30236
H 2.03451 -0.43958 1.20862
C 1.50199 -0.71868 3.27930
H 4.76798 -1.45267 3.67209
H 5.24913 -1.10499 1.94287
H 5.14343 -2.72076 2.53443
H 2.08606 -0.66736 4.19818
H 0.84949 -1.59065 3.32409
H 0.85193 0.14102 3.11669
C -3.93285 -1.37780 2.05792
N -4.11279 -2.63703 1.16869
C -2.98822 -3.62884 1.53996
C -5.46917 -3.30012 1.41635
C -3.97286 -2.08807 -0.31889
C -4.69722 -0.89140 -0.81079
O -6.09415 -1.09377 -0.75310
H -2.94184 -0.92610 2.01353
H -4.22043 -1.73619 3.04633
H -4.62666 -0.62714 1.67947
H -1.98938 -3.20769 1.42572
H -3.14142 -4.56250 0.99875
H -3.10120 -3.78310 2.61305
H -5.60724 -4.18050 0.78867
H -6.20304 -2.50621 1.27755
H -5.54362 -3.54542 2.47578
H -4.01977 -2.84825 -1.09865
H -2.96107 -1.69536 -0.41973
H -4.44200 -0.75047 -1.86108
H -4.37626 0.01644 -0.30000
H -6.22843 -1.58185 -1.56879
P -1.80932 0.27131 5.25897
F -3.32517 -0.20141 5.11854
F -1.46627 -0.64259 4.01443
F -1.97997 1.50454 4.24167
F -0.26151 0.73595 5.53441
F -2.32260 1.22640 6.49541
F -1.53049 -1.05268 6.22677
P -1.49481 -5.87305 -1.50582
F -1.17788 -5.05580 -2.86673
F -3.02656 -5.36015 -1.29846
F -1.88275 -7.22005 -2.34941
F -1.48890 -6.76275 -0.11250
F 0.06371 -6.27846 -1.62842
F -1.12072 -4.54332 -0.67959
P 1.44134 5.31154 -3.12980
F -0.00610 5.36860 -2.38599
F 1.70666 3.79735 -2.59523
F 0.69252 4.79815 -4.50077
F 2.78248 5.17344 -4.08517
F 1.29481 6.83924 -3.71202
F 2.27208 5.87615 -1.84001
P -2.96947 1.60905 -3.52806
F -2.97578 2.38769 -4.97094
F -3.57112 0.29389 -4.23944
F -1.44603 1.05339 -3.80946
F -2.85579 0.74940 -2.16994
F -2.41572 2.96731 -2.73777
F -4.56269 1.98505 -3.20115
P 3.60136 2.83280 2.77865
F 2.91109 4.35703 2.59454
F 4.84547 3.41260 1.85185
F 4.23454 3.31279 4.18597
F 4.38633 1.38142 2.97183
F 2.40368 2.35548 3.74845
F 2.94488 2.29714 1.37322

---

3.
81
Properties=species:S:1:pos:R:3 method="wB97M-V/def2-TZVPD" spin_multiplicity=2 max_force_ev_per_a=6.6 total_charge=-1 total_energy_ha=-3883.5875 homo_energy_ev="0.10 / -4.16" gap_ev="2.033 / 6.290"
O -1.93170 -3.69730 -0.93854
P -3.34450 -3.67207 -1.38052
N -4.42141 -3.02009 -0.18498
C -5.00124 -3.86692 0.87489
C -4.39825 -1.59727 0.09300
N -4.04930 -5.18059 -1.90661
C -5.28412 -5.14173 -2.63852
C -3.37858 -6.52664 -1.68530
N -3.54302 -2.55415 -2.63932
C -2.52812 -2.45013 -3.76523
C -4.85511 -1.89973 -2.94315
H -5.48659 -4.73747 0.43366
H -5.82308 -3.27064 1.27129
H -4.29317 -4.21745 1.62580
H -3.84787 -1.38059 1.00855
H -5.39911 -1.16557 0.09240
H -3.74938 -1.15822 -0.66484
H -5.85330 -6.07042 -2.59763
H -5.82249 -4.33951 -2.13384
H -5.08911 -4.95935 -3.69531
H -3.72381 -7.06958 -0.80545
H -3.53180 -7.03929 -2.63494
H -2.30936 -6.34707 -1.57296
H -2.60349 -3.33931 -4.39115
H -2.77735 -1.56904 -4.35656
H -1.50184 -2.49369 -3.40060
H -4.77204 -1.40757 -3.91217
H -5.05818 -1.17772 -2.15223
H -5.72258 -2.55015 -2.83116
O 5.78209 3.01491 0.02814
P 5.22541 3.87232 1.05149
N 4.69505 5.41939 0.51025
C 4.82071 5.85372 -0.90497
C 4.39036 6.48057 1.46131
N 6.35723 4.24693 2.27385
C 6.58170 3.21437 3.30902
C 7.59159 4.96498 1.98015
N 3.76835 3.25829 1.79827
C 2.81631 2.56080 0.85221
C 3.19576 3.89520 2.96459
H 4.26411 5.11592 -1.48287
H 5.85453 5.92393 -1.24317
H 4.29461 6.79579 -1.05934
H 3.80367 6.12544 2.30853
H 3.77649 7.26004 1.00999
H 5.32432 6.90496 1.82970
H 6.88568 2.25764 2.88433
H 7.23508 3.37978 4.16566
H 5.66743 3.07760 3.88651
H 7.90524 4.53619 1.02838
H 7.44586 6.03936 1.86801
H 8.40603 4.74457 2.67023
H 3.48335 1.91789 0.27790
H 2.08821 1.91985 1.34935
H 2.24464 3.25324 0.23429
H 3.89135 4.39435 3.63920
H 2.67703 3.16244 3.58272
H 2.44534 4.59476 2.59637
C -2.22280 1.47134 -2.38386
N -3.63944 1.58262 -2.72060
O -3.88433 1.63057 -3.90086
O -4.43745 1.53794 -1.81545
H -2.07001 0.52050 -1.87329
H -1.96998 2.31272 -1.73867
H -1.65392 1.62624 -3.30064
Cl 0.66652 -2.26893 2.95178
C -0.33585 -3.73077 3.09533
C -1.64719 -3.48849 3.84607
Cl -2.64888 -5.00641 3.83501
H 0.22467 -4.46356 3.67579
H -0.41955 -4.09452 2.07124
H -2.24511 -2.73092 3.33942
H -1.44009 -3.25737 4.89096
Cl 0.43706 -0.25781 -2.97456
C 0.36624 -1.22962 -1.46719
C 0.93504 -0.43810 -0.26131
Cl -0.19756 0.79964 0.34010
H 0.98033 -2.12918 -1.50964
H -0.63521 -1.55137 -1.18141
H 1.88982 0.03318 -0.49452
H 1.13034 -1.15338 0.53766